Entry 1:
Here is the molecule C3H7N in a non-equilibrium geometry from the Open Molecules 2025 dataset. Energies are from ωB97M-V with the def2-TZVPD basis set.

Computed properties:
SMILES string: C/C=C/N
HOMO level in eV: -7.6672
Calculated total energy in eV: -4713.0980
Kohn-Sham gap in eV: 8.9
E_LUMO in eV: 1.28

Last column: Löwdin charge in e.
Positions of all 11 atoms, in Å:
C (-0.39775, 0.13631, -0.81911)  -0.231
H (0.44771, -1.50865, 1.76039)  0.065
H (-1.75557, 1.51147, -0.26823)  0.076
N (-1.31506, 1.14341, -1.09359)  0.014
C (0.23627, 0.15763, 0.38100)  -0.218
H (0.09527, -0.40927, -1.64919)  0.123
H (-1.97235, 0.97081, -1.83628)  0.074
C (0.97560, -0.95196, 0.99138)  -0.153
H (1.57464, -1.58303, 0.29592)  0.080
H (0.15918, 1.15833, 0.83685)  0.101
H (1.95206, -0.62507, 1.40086)  0.067



Entry 2:
Here is a 2-piece molecular cluster, C6H17N4O overall in a non-equilibrium geometry from the Open Molecules 2025 dataset. Energies are from ωB97M-V with the def2-TZVPD basis set.

Computed properties:
Charge: +1
HOMO level in eV: -13.5937
Calculated total energy in eV: -14498.9065
Kohn-Sham gap in eV: 10.7
E_LUMO in eV: -2.88

Last column: Löwdin charge in e.
Positions of all 28 atoms, in Å:
H (0.35275, -2.92170, 0.12265)  0.062
H (-1.87927, -0.12216, -0.64282)  0.034
H (1.54794, -3.40745, 1.19679)  0.069
H (-2.38933, -0.68590, 3.26564)  0.183
H (-3.28960, -1.71112, 2.22182)  0.063
C (0.25890, 1.57830, -1.96261)  -0.519
N (-0.61023, 2.48970, -2.51837)  0.208
H (0.87674, -1.34838, 2.87997)  0.110
H (1.80238, -1.93267, 0.38136)  0.102
H (3.37265, 1.95262, -0.71364)  0.102
C (0.93730, -2.52629, 0.94748)  -0.088
N (-2.52142, -1.20525, 2.35542)  0.180
H (2.09825, 2.75394, -2.38046)  0.113
C (2.34938, 1.44781, -0.74134)  -0.117
H (-0.63765, -2.33208, 2.55425)  0.109
H (-0.29310, 3.38370, -2.79740)  0.099
O (-0.18850, 0.67924, -1.30833)  0.008
H (0.12177, -0.00762, 0.64705)  0.188
N (-2.49075, -0.15701, 0.12278)  0.185
H (2.12632, 1.12903, -2.88205)  0.154
H (2.15225, 0.33519, -0.50263)  0.075
H (1.70583, 2.06330, 0.11573)  0.136
N (-0.54733, -0.62052, 1.33940)  0.068
C (0.20436, -1.73237, 2.11046)  -0.141
C (1.72765, 1.79201, -2.05343)  -0.212
H (-1.48576, 2.37354, -2.85173)  0.067
H (-3.41534, -0.56694, -0.18831)  0.151
C (-1.88619, -0.70093, 1.28231)  -0.389



Entry 3:
Here is a 2-piece molecular cluster, C9H7N3O2S overall in a non-equilibrium geometry from the Open Molecules 2025 dataset. Energies are from ωB97M-V with the def2-TZVPD basis set.

Computed properties:
HOMO level (spin up / spin down) in eV: -10.0084 / -8.9670
Calculated total energy in eV: -28841.2618
Kohn-Sham gap (spin up / spin down) in eV: 7.3 / 5.2
E_LUMO (spin up / spin down) in eV: -2.70 / -3.74

Last column: Löwdin charge in e.
Positions of all 22 atoms, in Å:
C (0.79707, -0.43373, -0.94904)  -0.037
C (1.63394, -0.08129, 1.33344)  -0.049
S (2.53686, 1.75522, 1.22176)  0.853
C (-0.42022, 3.13510, 2.19673)  -0.362
C (-0.21545, -0.26263, -1.84837)  -0.078
C (-1.80306, 0.21244, -0.08275)  -0.080
O (3.46208, 1.88830, 0.14423)  -0.312
C (-1.53550, 0.04616, -1.42746)  -0.083
N (-0.90071, 3.07531, 3.24955)  0.173
H (-0.20576, -0.43862, -2.94159)  0.122
H (2.50879, -0.58837, 1.31159)  0.064
H (1.80774, -0.66909, -1.21292)  0.119
N (0.18922, 3.29151, 1.06479)  0.100
H (-2.81430, 0.42557, 0.35895)  0.126
C (-0.77208, -0.00423, 0.86860)  -0.061
H (-2.17087, 0.11693, -2.24399)  0.086
H (1.19642, -0.02453, 2.26371)  0.063
C (0.49708, -0.10136, 0.37650)  -0.335
H (-1.14276, -0.09370, 1.98518)  0.167
N (-0.33971, 2.65142, -1.26265)  0.207
O (2.98914, 2.08416, 2.55823)  -0.334
C (-0.10490, 2.89271, -0.14350)  -0.350



Entry 4:
Here is an isolated ion of composition C3H6NO and charge +1 in a non-equilibrium geometry from the Open Molecules 2025 dataset. Energies are from ωB97M-V with the def2-TZVPD basis set.

Computed properties:
Charge: +1
SMILES string: C=C([NH3+])C=O
HOMO level in eV: -15.0083
Calculated total energy in eV: -6736.4917
Kohn-Sham gap in eV: 10.4
E_LUMO in eV: -4.61

Last column: Löwdin charge in e.
Positions of all 11 atoms, in Å:
H (-1.86320, -0.61534, 1.86903)  0.159
H (0.53018, 1.99376, 0.24062)  0.129
H (0.77465, -1.44603, -0.52474)  0.206
O (-1.57831, -2.16620, 0.75761)  0.085
H (-0.21861, 1.41643, 1.66682)  0.088
N (0.34869, -0.62727, -1.02584)  0.254
C (-0.24872, -0.06923, 0.17911)  -0.253
C (-1.25528, -1.02817, 0.99776)  -0.157
C (0.08616, 1.06330, 0.71071)  0.121
H (-0.36098, -1.15087, -1.66153)  0.234
H (0.89671, -0.01725, -1.51821)  0.134



Entry 5:
Here is a 2-piece molecular cluster, C3H9OSi overall in a non-equilibrium geometry from the Open Molecules 2025 dataset. Energies are from ωB97M-V with the def2-TZVPD basis set.

Computed properties:
Charge: +1
HOMO level (spin up / spin down) in eV: -13.5875 / -12.5575
Calculated total energy in eV: -13170.0850
Kohn-Sham gap (spin up / spin down) in eV: 8.2 / 6.8
E_LUMO (spin up / spin down) in eV: -5.36 / -5.72

Last column: Löwdin charge in e.
Positions of all 14 atoms, in Å:
C (2.41703, 0.26859, -0.30377)  -0.007
H (-0.65671, -2.54351, 1.15060)  0.079
H (2.99158, 1.27605, -0.46946)  0.132
H (-1.27779, 0.81450, -2.19291)  -0.002
H (-1.00010, -1.35226, -0.37818)  0.054
O (1.46045, 0.33667, 0.58293)  -0.278
H (-2.23134, 0.97871, -0.75104)  0.029
H (2.82710, -0.70298, -0.74248)  0.118
Si (0.09967, -0.10666, 1.21009)  0.888
H (-0.57127, 2.11301, -1.07874)  0.019
C (-1.02352, -1.55492, 0.74079)  -0.160
H (0.26436, 0.72306, 2.45560)  0.031
H (-2.01205, -1.55687, 1.02425)  0.007
C (-1.28740, 1.30660, -1.24768)  0.091



Entry 6:
Here is an isolated ion of composition C4H4IN2 and charge +1 in a non-equilibrium geometry from the Open Molecules 2025 dataset. Energies are from ωB97M-V with the def2-TZVPD basis set.

Computed properties:
Charge: +1
Multiplicity: 3
HOMO level (spin up / spin down) in eV: -11.3095 / -14.4439
Calculated total energy in eV: -15280.8000
<S²>: 2.034
Kohn-Sham gap (spin up / spin down) in eV: 6.6 / 8.1
E_LUMO (spin up / spin down) in eV: -4.71 / -6.37

Last column: Löwdin spin population.
Positions of all 11 atoms, in Å:
H (1.68259, -2.33580, -0.38596)  0.016
C (-0.33328, 1.86677, 0.72954)  0.546
C (-1.98996, 0.16514, 0.34391)  0.435
C (0.07853, -0.79850, -0.33304)  0.308
I (0.91244, 3.11179, 1.62175)  0.216
H (1.47748, -0.88634, -1.74954)  0.017
C (1.40274, -1.18671, -0.67100)  0.074
H (-2.95997, -0.04055, 0.10829)  0.022
N (-1.07003, -0.68936, -0.05183)  0.124
H (2.20328, -0.50596, -0.28464)  0.015
N (-1.40383, 1.29952, 0.67251)  0.226



> Which value of calculated total energy does entry 6 give?

-15280.8000 eV



> Which formula does entry 6 have?

C4H4IN2



> calculated total energy of number 1 (C3H7N)?

-4713.0980 eV